Arrangement 1

Computed, not measured: a structure of composition C34H32ClN4O5PV, with ωB97M-V with the def2-TZVPD basis set.

```
78
C34H32ClN4O5PV, DFT ωB97M-V with the def2-TZVPD basis set
V -1.96 1.42 -0.59
C -5.90 2.18 0.52
C -4.43 2.40 0.69
O -3.70 1.51 0.06
C -3.87 3.38 1.44
C -2.46 3.54 1.61
C -1.97 4.68 2.44
N -1.61 2.72 1.04
N -0.28 3.05 1.25
C 0.45 2.44 0.37
O -0.02 1.59 -0.49
C 1.89 2.79 0.26
C 2.63 3.13 1.39
C 3.95 3.52 1.25
C 4.53 3.58 -0.01
C 3.79 3.24 -1.13
C 2.47 2.83 -1.00
H -6.18 2.38 -0.52
H -6.15 1.14 0.74
H -6.48 2.83 1.17
H -4.51 4.08 1.95
H -2.81 5.19 2.92
H -1.25 4.34 3.18
H -1.44 5.39 1.80
H 2.16 3.10 2.36
H 4.53 3.78 2.13
H 5.56 3.90 -0.12
H 4.24 3.30 -2.12
H 1.89 2.56 -1.87
N -2.71 -0.67 -0.52
C -3.01 -1.23 -1.85
C -2.52 -0.29 -2.93
O -2.73 -0.49 -4.11
N -1.80 0.73 -2.39
C -1.22 1.69 -3.29
C -1.60 3.08 -2.79
O -1.40 4.09 -3.41
O -2.11 3.04 -1.56
H -2.12 -1.31 0.00
H -3.57 -0.50 -0.02
H -4.08 -1.41 -1.98
H -2.50 -2.18 -2.00
H -1.56 1.54 -4.32
H -0.13 1.63 -3.26
Cl -1.03 -0.28 2.22
C -0.06 -1.64 2.75
C 0.07 -1.83 4.12
C 0.87 -2.86 4.57
C 1.53 -3.69 3.67
C 1.38 -3.48 2.31
C 0.58 -2.46 1.81
P 0.30 -2.20 0.01
C 0.56 -3.92 -0.58
C -0.46 -4.83 -0.29
C -0.39 -6.14 -0.74
C 0.70 -6.55 -1.50
C 1.71 -5.65 -1.79
C 1.65 -4.34 -1.33
C 1.83 -1.36 -0.50
C 2.82 -0.93 0.38
C 3.95 -0.28 -0.09
C 4.12 -0.07 -1.45
C 3.13 -0.47 -2.33
C 1.99 -1.09 -1.86
H -0.44 -1.17 4.80
H 0.98 -3.02 5.64
H 2.16 -4.49 4.02
H 1.89 -4.13 1.61
H -1.31 -4.52 0.30
H -1.18 -6.83 -0.50
H 0.75 -7.57 -1.87
H 2.56 -5.97 -2.38
H 2.45 -3.66 -1.55
H 2.71 -1.10 1.45
H 4.71 0.05 0.61
H 5.00 0.43 -1.81
H 3.24 -0.28 -3.40
H 1.21 -1.39 -2.56
```

HOMO energy (spin up / spin down): -8.10 / -8.12 eV
Multiplicity: 2
HOMO-LUMO gap (spin up / spin down): 7.122 / 7.674 eV
Lowest unoccupied orbital energy (spin up / spin down): -0.9783 / -0.4417 eV
⟨S²⟩: 0.76


Arrangement 2

Computed, not measured: a structure of composition C34H32ClN4O5PV, with ωB97M-V with the def2-TZVPD basis set.

```
78
C34H32ClN4O5PV, DFT ωB97M-V with the def2-TZVPD basis set
V 0.45 1.31 -0.94
C 1.76 -0.93 -4.28
C 1.02 0.21 -3.66
O 1.40 0.52 -2.46
C 0.03 0.87 -4.34
C -0.54 2.07 -3.82
C -1.29 2.99 -4.74
N -0.32 2.39 -2.58
N -0.63 3.69 -2.23
C 0.00 3.98 -1.15
O 0.78 3.09 -0.56
C -0.13 5.30 -0.51
C 0.58 5.58 0.66
C 0.46 6.81 1.27
C -0.38 7.78 0.73
C -1.09 7.50 -0.43
C -0.97 6.27 -1.05
H 2.83 -0.73 -4.28
H 1.44 -1.11 -5.31
H 1.59 -1.84 -3.69
H -0.22 0.56 -5.34
H -1.55 2.47 -5.66
H -0.67 3.85 -4.98
H -2.18 3.37 -4.25
H 1.23 4.82 1.08
H 1.01 7.02 2.18
H -0.48 8.74 1.21
H -1.75 8.25 -0.86
H -1.53 6.03 -1.95
N 2.51 0.76 -0.32
C 2.84 1.13 1.06
C 1.56 1.19 1.85
O 1.55 1.39 3.06
N 0.47 1.08 1.06
C -0.77 1.47 1.71
C -1.86 1.30 0.68
O -3.04 1.31 0.90
O -1.35 1.16 -0.55
H 2.54 -0.25 -0.43
H 3.13 1.15 -1.02
H 3.26 2.14 1.07
H 3.56 0.45 1.51
H -0.74 2.53 1.99
H -1.01 0.90 2.60
Cl -1.21 -1.69 -2.17
C -1.28 -3.32 -1.56
C -1.54 -4.34 -2.47
C -1.63 -5.64 -2.02
C -1.47 -5.92 -0.67
C -1.21 -4.90 0.22
C -1.11 -3.57 -0.20
P -0.71 -2.18 0.95
C -1.54 -2.73 2.49
C -1.02 -3.66 3.39
C -1.74 -4.01 4.52
C -2.98 -3.43 4.76
C -3.50 -2.50 3.88
C -2.78 -2.14 2.75
C 1.05 -2.55 1.31
C 1.87 -3.29 0.46
C 3.22 -3.44 0.74
C 3.77 -2.86 1.87
C 2.96 -2.11 2.72
C 1.62 -1.94 2.43
H -1.68 -4.10 -3.52
H -1.84 -6.44 -2.72
H -1.55 -6.94 -0.31
H -1.10 -5.12 1.27
H -0.05 -4.10 3.22
H -1.33 -4.72 5.22
H -3.54 -3.71 5.65
H -4.46 -2.04 4.07
H -3.17 -1.39 2.07
H 1.45 -3.77 -0.42
H 3.84 -4.03 0.08
H 4.82 -2.99 2.10
H 3.38 -1.63 3.60
H 1.01 -1.33 3.09
```

HOMO energy (spin up / spin down): -8.19 / -8.20 eV
Multiplicity: 2
HOMO-LUMO gap (spin up / spin down): 7.414 / 8.074 eV
Lowest unoccupied orbital energy (spin up / spin down): -0.7748 / -0.1228 eV
⟨S²⟩: 0.76


arrangement 2 wins, 0.073 eV ahead of the next structure.